Entry from OMol25: an isolated ion of composition C3H7N2S3 and charge +1 in a non-equilibrium geometry (the ωB97M-V functional and the def2-TZVPD basis).

Each line ends with the Löwdin charge.
Element x y z (Å)
C  3.429  -0.942  0.406  -0.55
S  1.912  -1.603  -0.118  0.62
S  0.933  0.602  0.082  0.73
C  -0.522  1.507  0.163  -0.45
N  -1.840  1.260  0.174  0.01
C  -2.519  0.069  0.141  -0.27
N  -3.801  0.238  0.108  -0.40
S  -4.892  -1.010  0.098  0.79
H  4.068  -0.651  -0.463  0.06
H  4.085  -1.665  0.824  0.04
H  3.098  -0.037  1.108  0.06
H  -0.257  2.582  0.298  0.11
H  -2.493  2.103  0.286  0.21
H  -2.028  -0.780  0.372  0.10
H  -5.942  -0.094  -0.286  -0.05

LUMO level = -6.2 eV
net charge = +1
frontier orbital gap = 6.18 eV
highest occupied orbital energy = -12.393 eV
2S+1 = 1
structure (SMILES) = CSS/C=[NH+]\C=N\S